The following is a DFT calculation (ωB97M-V/def2-TZVPD) of a molecular structure, C3H8Cl3HgO2.

Values from the calculation:
Lowest unoccupied orbital energy (spin up / spin down) in eV: 4.82 / 4.79
2S+1: 2
Total charge: -2
Gap between HOMO and LUMO (spin up / spin down) in eV: 3.86 / 4.65
⟨S²⟩: 0.76
Highest occupied orbital energy (spin up / spin down) in eV: 0.96 / 0.14

```
17
C3H8Cl3HgO2 | the OMol25 dataset | ωB97M-V/def2-TZVPD
H -8.54 4.89 4.51
Cl -9.27 0.66 5.30
H -7.74 0.00 7.11
H -9.56 -0.12 1.45
Hg -9.57 1.94 3.09
C -7.54 4.62 4.17
H -7.99 -1.17 1.40
H -8.64 -0.31 0.04
H -7.00 5.49 3.82
H -7.11 4.20 5.08
O -7.99 0.90 1.69
O -7.59 3.48 3.32
Cl -10.94 3.42 1.47
C -8.53 -0.26 1.12
Cl -9.67 1.01 8.14
C -8.80 0.08 6.87
H -9.18 -0.94 6.98
```

These are the Löwdin partial charges, in e, on atoms 1 to 5: atom 1 (H): 0.022, atom 2 (Cl): 0.394, atom 3 (H): 0.023, atom 4 (H): 0.000, atom 5 (Hg): 0.581

The following is a DFT calculation (ωB97M-V/def2-TZVPD) of a molecular structure, C3H8ClIN3.

Values from the calculation:
Lowest unoccupied orbital energy in eV: -3.30
2S+1: 1
Total charge: +1
Gap between HOMO and LUMO in eV: 9.02
Highest occupied orbital energy in eV: -12.32

```
16
C3H8ClIN3 | the OMol25 dataset | ωB97M-V/def2-TZVPD
N -0.73 -0.32 -2.58
H 1.38 -0.64 0.21
H 0.42 0.57 -0.53
H -1.19 -1.63 0.39
H 0.82 0.99 2.72
H -0.69 0.68 -2.15
C -1.10 -1.17 -1.64
C -1.08 1.31 3.06
N -0.13 0.73 2.49
Cl -1.08 2.63 4.17
N 0.43 -0.18 0.13
I -2.18 -2.93 -1.95
H -2.07 1.01 2.73
H 0.34 0.24 1.13
C -0.69 -1.08 -0.34
H -0.91 -0.53 -3.56
```

These are the Löwdin partial charges, in e, on atoms 1 to 5: atom 1 (N): 0.047, atom 2 (H): 0.192, atom 3 (H): 0.110, atom 4 (H): 0.050, atom 5 (H): 0.085

The following is a DFT calculation (ωB97M-V/def2-TZVPD) of 2 unconnected molecules or ions with the total composition C3H8ClN2.

Values from the calculation:
Lowest unoccupied orbital energy (spin up / spin down) in eV: -7.88 / -7.87
2S+1: 1
Total charge: +1
Gap between HOMO and LUMO (spin up / spin down) in eV: 4.69 / 4.69
Highest occupied orbital energy (spin up / spin down) in eV: -12.57 / -12.57

```
14
C3H8ClN2 | the OMol25 dataset | ωB97M-V/def2-TZVPD
C -1.79 0.25 0.32
H -2.72 2.26 0.27
H -1.90 -0.40 -0.61
H -0.27 -0.94 0.91
H -1.13 2.09 -0.45
H 2.99 -2.63 -0.63
H 4.25 -1.48 -0.25
C 2.48 -0.89 0.28
C -2.11 1.59 -0.39
N -0.50 0.01 0.70
H -2.66 -0.24 0.85
Cl 2.89 0.74 0.55
H -2.83 1.39 -1.31
N 3.30 -1.75 -0.23
```

These are the Löwdin partial charges, in e, on atoms 1 to 5: atom 1 (C): -0.306, atom 2 (H): 0.090, atom 3 (H): 0.205, atom 4 (H): 0.060, atom 5 (H): 0.083

The following is a DFT calculation (ωB97M-V/def2-TZVPD) of 2 unconnected molecules or ions with the total composition C3H8ClN2.

Values from the calculation:
Lowest unoccupied orbital energy (spin up / spin down) in eV: -6.31 / -6.31
2S+1: 1
Total charge: +1
Gap between HOMO and LUMO (spin up / spin down) in eV: 7.04 / 7.04
Highest occupied orbital energy (spin up / spin down) in eV: -13.35 / -13.35

```
14
C3H8ClN2 | the OMol25 dataset | ωB97M-V/def2-TZVPD
C 2.06 0.81 0.07
H 2.46 1.81 -0.29
N -1.23 0.57 0.09
H 1.46 1.10 2.01
C -0.59 2.80 0.02
H 0.43 3.26 0.01
C 1.85 0.26 1.48
H 1.20 -0.61 1.52
Cl 2.15 -0.24 -1.26
N -0.44 1.45 0.13
H -1.35 3.21 0.60
H -0.89 -0.45 0.15
H 2.89 -0.06 1.70
H -0.87 3.04 -1.06
```

These are the Löwdin partial charges, in e, on atoms 1 to 5: atom 1 (C): -0.453, atom 2 (H): 0.109, atom 3 (N): 0.169, atom 4 (H): 0.077, atom 5 (C): -0.077

The following is a DFT calculation (ωB97M-V/def2-TZVPD) of 3 unconnected molecules or ions with the total composition C3H8F2N2.

Values from the calculation:
Lowest unoccupied orbital energy in eV: 1.01
2S+1: 1
Total charge: 0
Gap between HOMO and LUMO in eV: 10.72
Highest occupied orbital energy in eV: -9.71

```
15
C3H8F2N2 | the OMol25 dataset | ωB97M-V/def2-TZVPD
H 0.07 1.00 -1.76
H -1.92 -1.42 -1.72
H 1.72 2.38 1.78
H 1.55 3.19 1.95
C -0.93 -1.51 -1.34
C -0.88 -0.62 -0.11
H 0.44 -0.19 2.05
H -0.20 -1.14 -1.99
F -1.00 -1.43 0.98
F -2.05 0.19 -0.10
N 0.71 0.96 -1.03
H -0.78 -2.54 -1.04
N 1.04 0.13 1.15
H 1.84 0.76 1.22
C 0.38 0.24 -0.05
```

These are the Löwdin partial charges, in e, on atoms 1 to 5: atom 1 (H): 0.026, atom 2 (H): 0.084, atom 3 (H): 0.010, atom 4 (H): 0.065, atom 5 (C): 0.037

The following is a DFT calculation (ωB97M-V/def2-TZVPD) of 2 unconnected molecules or ions with the total composition C3H8F2NO.

Values from the calculation:
Lowest unoccupied orbital energy in eV: -3.50
2S+1: 1
Total charge: +1
Gap between HOMO and LUMO in eV: 12.45
Highest occupied orbital energy in eV: -15.95

```
15
C3H8F2NO | the OMol25 dataset | ωB97M-V/def2-TZVPD
H -1.80 1.98 -0.60
C 0.87 0.12 0.35
H 0.82 -2.80 -0.36
H 1.06 -3.63 0.81
F -1.37 -0.67 -0.30
C 0.51 0.56 -1.04
N -0.50 0.36 -0.02
H 1.09 -0.92 0.60
H 0.58 -0.05 -1.89
C -1.28 1.63 0.36
F 0.67 1.78 -1.37
H 1.36 0.71 1.12
O 0.78 -2.77 0.53
H -0.60 2.42 0.84
H -2.20 1.26 0.98
```

These are the Löwdin partial charges, in e, on atoms 1 to 5: atom 1 (H): 0.133, atom 2 (C): 0.095, atom 3 (H): -0.002, atom 4 (H): 0.068, atom 5 (F): 0.114

The following is a DFT calculation (ωB97M-V/def2-TZVPD) of 2 unconnected molecules or ions with the total composition C3H8F2OP.

Values from the calculation:
Lowest unoccupied orbital energy in eV: -5.71
2S+1: 1
Total charge: +1
Gap between HOMO and LUMO in eV: 8.81
Highest occupied orbital energy in eV: -14.53

```
15
C3H8F2OP | the OMol25 dataset | ωB97M-V/def2-TZVPD
H -1.30 -2.54 -1.40
F 2.77 0.53 0.73
C 1.41 1.48 -1.36
H -1.12 1.54 2.27
C -0.21 -1.48 0.07
O 0.72 -0.62 0.32
H 0.44 -2.98 -1.19
P 2.10 -0.09 -0.61
H 0.50 1.86 -0.73
H 2.24 2.26 -1.33
H -0.88 -1.85 0.90
H -0.07 -1.42 -1.94
H 1.27 1.36 -2.46
C -0.30 -2.20 -1.21
F -1.17 0.92 1.47
```

These are the Löwdin partial charges, in e, on atoms 1 to 5: atom 1 (H): 0.105, atom 2 (F): -0.249, atom 3 (C): -0.237, atom 4 (H): 0.192, atom 5 (C): -0.072

The following is a DFT calculation (ωB97M-V/def2-TZVPD) of C3H8FN in the gas phase.

Values from the calculation:
SMILES: CNCCF
Lowest unoccupied orbital energy in eV: 1.16
2S+1: 1
Total charge: 0
Gap between HOMO and LUMO in eV: 9.79
Highest occupied orbital energy in eV: -8.63

```
13
C3H8FN | the OMol25 dataset | ωB97M-V/def2-TZVPD
C 0.01 1.39 -1.31
H 1.19 0.26 1.29
F -0.97 -2.10 0.37
H -0.67 2.10 -1.69
H -0.72 -1.23 2.05
H 1.12 1.81 -1.23
C 0.46 -0.16 0.55
H -1.42 0.27 -0.28
H 0.66 -2.01 1.65
H 1.00 -0.42 -0.33
C -0.12 -1.46 1.19
H -0.06 0.73 -2.15
N -0.47 0.83 -0.11
```

These are the Löwdin partial charges, in e, on atoms 1 to 5: atom 1 (C): -0.205, atom 2 (H): 0.124, atom 3 (F): -0.029, atom 4 (H): 0.048, atom 5 (H): 0.105

The following is a DFT calculation (ωB97M-V/def2-TZVPD) of C3H8FN in the gas phase.

Values from the calculation:
SMILES: CNCCF
Lowest unoccupied orbital energy in eV: 0.93
2S+1: 1
Total charge: 0
Gap between HOMO and LUMO in eV: 10.30
Highest occupied orbital energy in eV: -9.37

```
13
C3H8FN | the OMol25 dataset | ωB97M-V/def2-TZVPD
C -0.15 1.22 1.46
C 0.13 -0.54 -0.18
H 0.00 0.54 2.37
H 1.17 -1.76 -1.43
F 0.36 0.00 -2.62
H -0.89 2.08 1.93
H -0.01 -1.76 0.22
H 1.01 1.54 1.30
H -1.24 1.12 -0.27
N -0.82 0.43 0.38
H 1.15 -0.28 -0.18
C 0.12 -1.04 -1.55
H -0.82 -1.56 -1.44
```

These are the Löwdin partial charges, in e, on atoms 1 to 5: atom 1 (C): -0.185, atom 2 (C): -0.330, atom 3 (H): 0.068, atom 4 (H): 0.185, atom 5 (F): -0.123

Energy relative to the best compared isomer or geometry (same formula, charge and spin) per entry: 15.2; 31.5; 157.1; 107.9; 37.7; 95.2; 50.8; 35.3; 80.5 kcal/mol